# 1
Computed, not measured: a single C13H15Cl2N3O3S molecule, with wB97M-V/def2-TZVPD.

Values from the calculation:
E_HOMO = -8.7 eV
LUMO level = 0.0099 hartree
gap between HOMO and LUMO = 8.93 eV
largest force on an atom = 0.01786 Eh/bohr
SMILES = COc1c(S(=O)(=O)NCCCn2ccnc2)ccc(Cl)c1Cl
net charge = 0
energy relative to the best compared isomer or geometry (same formula, charge and spin) = 0.0 kJ/mol

```
37
Properties=species:S:1:pos:R:3:forces:R:3
C -0.61544 -2.90669 -0.07239 0.2 -0.3 -0.1
O -1.24106 -1.65998 0.22578 -0.3 0.2 -0.1
C -1.62359 -0.91787 -0.84609 -0.2 -0.1 -0.1
C -0.89585 0.21281 -1.19241 0.6 -0.1 0.4
S 0.61073 0.54816 -0.27938 -0.6 0.3 -0.1
O 1.44611 -0.61489 -0.32731 -0.1 -0.1 0.2
O 1.13935 1.79076 -0.76742 -0.3 0.1 0.0
N 0.04731 0.77820 1.26614 0.2 0.0 -0.9
C 0.58836 -0.01206 2.34799 0.3 -0.3 0.4
C 1.83095 0.60695 2.98861 -0.1 -0.1 -0.3
C 2.98840 0.73451 1.99016 -0.5 -0.2 0.1
N 4.13491 1.34026 2.60888 0.3 0.1 0.0
C 5.04206 0.72058 3.42184 0.2 -0.1 0.2
C 5.90558 1.69288 3.83558 -0.1 -0.3 0.0
N 5.54633 2.88909 3.30180 0.1 0.6 0.0
C 4.48835 2.64642 2.57946 0.0 0.1 -0.1
C -1.28423 1.04284 -2.22494 0.1 0.0 0.0
C -2.42330 0.74941 -2.95142 0.0 -0.1 0.1
C -3.16937 -0.37633 -2.62718 0.2 0.1 0.1
Cl -4.58956 -0.73955 -3.51989 -0.1 0.1 -0.2
C -2.78218 -1.20955 -1.57840 0.1 0.0 0.1
Cl -3.74243 -2.57230 -1.15931 0.0 -0.1 0.1
H -0.55072 -3.43470 0.87650 0.0 0.0 -0.1
H -1.20313 -3.49446 -0.78031 0.0 0.0 0.1
H 0.38649 -2.72913 -0.47240 -0.1 0.0 0.0
H -0.04807 1.76019 1.47190 0.0 0.3 -0.1
H 0.82885 -0.98092 1.91017 0.0 -0.1 0.2
H -0.19590 -0.14690 3.09863 0.1 -0.1 -0.1
H 2.14370 -0.01673 3.82845 0.0 0.1 0.0
H 1.58563 1.59817 3.38054 0.0 0.0 0.1
H 2.68632 1.35036 1.13883 0.2 -0.1 0.1
H 3.25807 -0.25444 1.60910 0.0 0.2 0.0
H 5.00170 -0.33082 3.62019 0.0 -0.2 0.0
H 6.75899 1.60981 4.47801 0.2 -0.1 0.1
H 3.95253 3.37888 2.00879 -0.2 0.1 -0.2
H -0.67549 1.90479 -2.44551 0.0 0.1 -0.1
H -2.74239 1.38090 -3.76468 0.0 0.0 -0.1
```
Positions in Å, forces in eV/Å.

natural (NBO) atomic charge list, values in e, 2 entries: -0.258 -0.531



# 2
Computed, not measured: a single C18H19NO4S molecule, with wB97M-V/def2-TZVPD.

Values from the calculation:
E_HOMO = -8.3 eV
LUMO level = -0.0096 hartree
gap between HOMO and LUMO = 8.01 eV
largest force on an atom = 0.01571 Eh/bohr
SMILES = Cc1ccc(NC(=O)COC(=O)CCC(=O)c2cccs2)c(C)c1
net charge = 0
energy relative to the best compared isomer or geometry (same formula, charge and spin) = 6.4 kJ/mol

```
43
Properties=species:S:1:pos:R:3:forces:R:3
C 1.75221 4.92857 0.13116 0.1 0.0 0.0
C 1.43885 3.52888 0.56738 0.0 0.0 0.0
C 0.70629 2.66903 -0.23984 0.0 0.1 0.1
C 0.45056 1.37662 0.17259 0.0 -0.1 0.1
C 0.92237 0.91573 1.39543 0.2 0.3 -0.2
N 0.60984 -0.41401 1.76158 -0.5 0.3 -0.1
C 1.49578 -1.36059 2.12759 -0.3 -0.7 0.1
O 2.68400 -1.19772 2.29284 0.3 0.0 0.0
C 0.83383 -2.73078 2.38543 0.1 0.2 0.5
O 0.37884 -3.36841 1.19330 0.3 -0.2 -0.2
C -0.83523 -3.07687 0.74238 -0.3 -0.3 -0.1
O -1.57999 -2.27700 1.25946 -0.1 0.0 0.0
C -1.19271 -3.92951 -0.45650 0.0 0.3 -0.1
C -2.02836 -3.11533 -1.43939 0.3 -0.1 0.4
C -1.28670 -1.84897 -1.81543 -0.1 -0.2 0.1
O -0.26926 -1.51057 -1.24556 0.0 -0.1 -0.1
C -1.87253 -1.04025 -2.87389 -0.3 0.5 -0.6
C -1.37195 0.14376 -3.36202 -0.1 -0.4 0.3
C -2.16479 0.69738 -4.37866 -0.2 0.0 -0.1
C -3.25976 -0.06493 -4.65745 -0.1 -0.3 0.2
S -3.34419 -1.47172 -3.68885 0.4 0.4 0.0
C 1.62982 1.77255 2.24203 0.0 -0.1 0.0
C 2.08029 1.34174 3.60072 0.1 0.0 0.0
C 1.88160 3.06349 1.79740 -0.1 -0.1 -0.1
H 1.56479 5.63445 0.93823 0.0 0.1 0.0
H 1.15207 5.21225 -0.72991 0.0 0.1 -0.1
H 2.80429 5.00804 -0.14306 0.0 0.1 0.0
H 0.33683 3.01232 -1.19584 0.0 0.0 -0.1
H -0.10500 0.69597 -0.45482 0.0 -0.1 -0.1
H -0.31749 -0.72907 1.49544 0.1 -0.1 0.2
H 1.58374 -3.40100 2.80858 -0.1 0.2 -0.1
H -0.00764 -2.60404 3.07670 0.1 -0.1 -0.1
H -0.26841 -4.27779 -0.91636 -0.1 0.0 0.0
H -1.76046 -4.79217 -0.10262 0.1 0.0 0.0
H -2.26565 -3.69569 -2.33177 0.0 0.0 0.0
H -2.96742 -2.81496 -0.96643 0.0 0.0 -0.1
H -0.46135 0.57894 -2.99126 0.2 0.0 0.1
H -1.93766 1.61846 -4.88405 0.0 0.1 -0.1
H -4.02737 0.12042 -5.38309 -0.1 0.1 -0.2
H 2.90649 0.63670 3.51388 0.0 0.0 0.1
H 2.40469 2.19777 4.18700 0.0 0.1 0.1
H 1.27228 0.83429 4.12684 0.0 0.0 0.1
H 2.43447 3.73400 2.44084 0.1 0.1 0.1
```
Positions in Å, forces in eV/Å.

natural (NBO) atomic charge list, values in e, 2 entries: -0.628 -0.004



# 3
Computed, not measured: 2 unconnected molecules or ions with the total composition C2H3BrCl2Si at a distorted geometry, with wB97M-V/def2-TZVPD.

Values from the calculation:
E_HOMO (spin up / spin down) = -10.2 / -6.4 eV
LUMO level (spin up / spin down) = -0.0341 / -0.1306 hartree
gap between HOMO and LUMO (spin up / spin down) = 9.29 / 2.81 eV
largest force on an atom = 0.05890 Eh/bohr
net charge = 0
energy relative to the best compared isomer or geometry (same formula, charge and spin) = 490.9 kJ/mol

```
9
Properties=species:S:1:pos:R:3:forces:R:3
C -0.15299 -2.45993 1.96784 -0.7 -0.8 -2.1
C -0.90022 -2.45724 0.80733 0.0 2.0 1.6
Si -2.46250 -1.49382 0.37595 2.5 -1.6 -0.1
Cl -3.31549 0.12051 1.08789 -0.4 1.0 0.9
Cl -3.58478 -2.19297 -1.10860 -0.3 -0.4 -0.6
Br 3.72346 -1.20751 0.14376 -0.2 0.0 0.1
H 0.72243 -3.07596 2.03521 0.6 0.0 -0.5
H -0.35411 -2.03370 2.89402 -1.1 0.9 1.4
H -0.28627 -2.70973 -0.03763 -0.5 -0.8 -0.7
```
Positions in Å, forces in eV/Å.

natural (NBO) atomic charge list, values in e, 2 entries: -0.309 -0.727



# 4
Computed, not measured: a single C4H8O2 molecule, with wB97M-V/def2-TZVPD.

Values from the calculation:
E_HOMO = -10.0 eV
LUMO level = 0.0392 hartree
gap between HOMO and LUMO = 11.02 eV
largest force on an atom = 0.00617 Eh/bohr
SMILES = COC[C@H]1CO1
net charge = 0
energy relative to the best compared isomer or geometry (same formula, charge and spin) = 252.1 kJ/mol

```
14
Properties=species:S:1:pos:R:3:forces:R:3
C -2.44490 0.16767 0.09088 -0.2 0.1 0.1
O -1.25764 -0.53331 -0.18174 0.1 -0.1 0.0
C -0.11013 0.22889 0.10346 0.3 0.1 0.0
C 1.11177 -0.63928 -0.12361 -0.2 0.0 -0.1
C 2.44964 -0.06940 -0.27399 0.1 0.2 -0.2
O 2.05497 -0.69337 0.93694 0.1 -0.1 0.3
H -3.27946 -0.50727 -0.11752 0.1 0.1 0.0
H -2.48786 0.47751 1.14698 0.0 0.0 -0.2
H -2.53391 1.06453 -0.54218 0.0 -0.1 0.1
H -0.10034 0.55841 1.15524 -0.1 0.0 -0.1
H -0.07677 1.12860 -0.53550 -0.1 -0.1 0.1
H 0.89083 -1.60022 -0.58664 0.0 0.1 0.0
H 2.57195 1.01269 -0.22341 0.0 -0.1 0.0
H 3.21187 -0.59545 -0.84891 -0.1 0.1 0.1
```
Positions in Å, forces in eV/Å.

natural (NBO) atomic charge list, values in e, 2 entries: -0.247 -0.532



# 5
Computed, not measured: 10 unconnected molecules or ions with the total composition C34H57IN14O3PS at a distorted geometry, with wB97M-V/def2-TZVPD.

Values from the calculation:
E_HOMO = -9.3 eV
LUMO level = -0.0779 hartree
gap between HOMO and LUMO = 7.16 eV
largest force on an atom = 0.09431 Eh/bohr
net charge = +1

```
111
Properties=species:S:1:pos:R:3:forces:R:3
C 4.25020 4.07135 0.61827 -1.5 0.1 -0.5
P 4.12548 2.74939 -0.66302 3.3 -0.6 -0.5
C 3.83552 3.39571 -2.35010 -1.0 -0.1 0.4
N 2.90950 1.45882 -0.22056 -1.4 0.8 -0.4
C 3.48293 0.05756 -0.38787 0.7 -1.1 1.0
N 4.73662 -0.15350 0.26954 -0.5 0.7 -0.1
C 2.43629 -0.86902 0.23746 0.6 -1.4 -0.8
I 3.24456 -2.89669 -0.03420 -3.8 -0.4 -2.9
O 1.27327 -0.83259 -0.52270 0.0 0.7 0.0
C 0.56830 0.45650 -0.54176 -0.1 -1.5 0.6
C 0.01239 0.62084 0.90359 0.1 0.2 0.0
C -1.40895 1.14273 1.10025 -0.7 0.5 1.0
C -1.47490 2.57548 1.64394 -0.1 0.3 -0.1
N -2.49863 3.35690 1.13349 0.3 -0.3 0.2
O -0.66457 3.01330 2.43680 0.6 -0.2 -0.3
C -0.49133 0.16730 -1.62888 0.3 2.2 -1.7
C -0.78234 1.43403 -2.51506 -1.9 0.2 2.9
C -1.80428 2.43383 -1.90087 -0.1 -1.7 -3.9
O -2.05598 1.48580 -3.07523 1.2 -0.4 -0.9
C 1.55651 1.59829 -0.93199 0.1 0.1 1.3
S 0.95036 3.25789 -0.42609 -0.3 0.4 -0.9
H 3.59317 3.83388 1.46305 0.3 0.1 0.1
H 5.28366 4.18781 0.94193 -0.1 -0.2 -0.1
H 3.86549 5.00268 0.18582 0.1 0.0 0.2
H 3.49059 2.55163 -2.97470 0.1 0.6 0.3
H 3.11892 4.22116 -2.37921 0.1 -0.1 -0.2
H 4.82023 3.68064 -2.73170 -0.1 0.1 0.2
H 2.69261 1.57498 0.77573 0.2 -0.1 0.0
H 3.60190 -0.13460 -1.45430 -0.3 0.1 0.1
H 5.50985 0.23603 -0.25017 0.0 0.2 0.1
H 4.71351 0.23614 1.20552 0.3 -0.2 0.1
H 2.32338 -0.74945 1.32321 -0.1 0.3 -0.2
H 0.67689 1.26907 1.49702 -0.2 -0.1 0.0
H 0.07490 -0.35290 1.39973 0.0 0.0 -0.4
H -2.08833 1.08865 0.25556 0.3 -0.3 -0.1
H -1.87916 0.54286 1.89604 0.1 0.0 -0.2
H -2.34982 4.33714 1.33816 -0.2 0.0 0.3
H -3.42849 3.02446 1.41032 0.3 0.3 -0.5
H -1.46196 -0.16458 -1.25367 0.5 -0.2 0.1
H -0.08097 -0.51827 -2.37800 0.0 -0.5 0.6
H 0.04920 1.87041 -3.08081 -0.4 -0.1 0.0
H -2.67140 2.05826 -1.37768 0.7 0.9 1.5
H -1.80049 3.36254 -2.46313 -0.1 0.6 1.3
H 1.79704 1.55980 -1.99340 -0.2 0.3 0.1
H 1.37367 3.37657 0.85308 -0.1 -0.6 -0.2
C -5.24275 -0.12351 1.83918 0.0 0.1 0.1
C -5.15292 1.33075 1.95465 -0.2 -0.5 0.0
N -5.08837 2.47146 2.04499 -0.2 0.1 0.0
H -4.29624 -0.52533 1.47985 0.0 0.0 -0.1
H -5.47216 -0.55587 2.81149 0.0 0.0 0.0
H -6.02890 -0.38913 1.13539 0.0 0.0 0.0
C -5.01580 6.81723 0.46137 0.1 0.0 -0.1
C -3.70612 6.55092 -0.13246 -0.5 0.1 0.2
N -2.68137 6.34210 -0.59917 0.4 -0.1 -0.2
H -5.49254 5.87860 0.73957 0.0 0.0 0.0
H -4.89940 7.43460 1.34999 0.0 0.0 0.0
H -5.64660 7.33960 -0.25702 0.0 0.0 0.0
C 3.08945 -2.21339 4.81606 -0.2 -0.1 0.3
C 3.34636 -2.38211 3.40039 -0.1 0.1 0.4
N 3.55635 -2.51615 2.27931 0.7 1.1 3.9
H 2.46112 -1.34321 5.00280 0.0 0.0 -0.1
H 2.58319 -3.10748 5.18064 0.1 0.0 0.1
H 4.03061 -2.09187 5.34917 0.0 -0.1 0.0
C -3.55834 -2.63999 -3.35501 0.0 0.0 0.0
C -3.48212 -1.94658 -2.07541 -0.1 -0.2 -0.5
N -3.42241 -1.39546 -1.07434 0.0 0.3 0.5
H -3.39805 -3.70674 -3.20986 0.0 0.0 0.0
H -4.54121 -2.48171 -3.79582 0.0 0.0 0.0
H -2.79746 -2.25351 -4.03134 0.0 0.0 0.0
C -6.16574 1.21103 -3.38807 0.0 -0.1 0.0
C -6.44405 -0.21546 -3.54616 0.1 0.5 0.1
N -6.65778 -1.33314 -3.66999 0.0 -0.4 0.0
H -6.99516 1.79466 -3.78267 0.0 0.0 0.0
H -6.03372 1.44599 -2.33356 0.0 0.0 0.0
H -5.25634 1.47120 -3.92741 0.0 0.0 0.0
C 2.67008 -6.68410 3.04398 0.0 0.2 0.3
C 2.75317 -6.01244 4.35190 0.0 -0.3 -0.4
N 2.81679 -5.52180 5.38843 -0.1 0.1 -0.1
H 2.78434 -7.75724 3.18404 0.0 0.0 0.0
H 1.70153 -6.48630 2.58730 0.0 0.0 0.0
H 3.45417 -6.32799 2.37837 0.0 0.1 0.1
C -3.31884 7.96129 -4.40684 -0.1 0.0 0.0
C -4.60033 7.98686 -3.70570 0.4 0.0 -0.2
N -5.60802 8.01006 -3.16305 -0.3 0.0 0.2
H -2.69097 8.77796 -4.05668 0.0 0.0 0.0
H -2.81377 7.01656 -4.21560 0.0 0.0 0.0
H -3.48207 8.07000 -5.47729 0.0 0.0 0.0
C -0.65323 -3.60200 3.55053 0.0 0.0 0.0
C -0.93984 -5.02122 3.35904 0.1 0.5 0.1
N -1.15211 -6.13527 3.20891 0.0 -0.4 0.0
H -1.47311 -2.99962 3.16349 0.0 0.0 0.0
H -0.52501 -3.38792 4.61039 0.0 0.0 0.0
H 0.26161 -3.34216 3.01984 0.0 0.0 -0.1
C 3.76523 -1.64283 -4.35737 0.0 0.0 0.1
C 3.28802 -0.31114 -4.00410 0.1 -0.5 -0.2
N 2.90394 0.73160 -3.72623 -0.2 0.0 -0.1
H 3.72636 -2.28897 -3.47794 0.0 0.0 0.0
H 3.13647 -2.06277 -5.14030 0.0 0.0 0.0
H 4.79129 -1.58254 -4.71604 0.0 0.0 0.0
C 7.68500 -2.98736 -2.60987 -0.1 0.0 0.1
C 6.40760 -2.83861 -1.91169 0.3 -0.1 -0.1
N 5.40728 -2.72189 -1.35482 2.7 0.2 -1.8
H 8.37949 -2.21875 -2.27585 0.0 0.0 0.0
H 8.10947 -3.96674 -2.39744 0.0 0.0 0.0
H 7.53508 -2.89019 -3.68374 0.0 0.0 0.0
C -1.70205 -8.47428 6.11418 0.0 -0.1 0.0
C -1.42214 -9.90033 6.27256 -0.1 0.5 0.0
N -1.20165 -11.01586 6.39651 0.1 -0.4 0.0
H -0.91728 -8.00651 5.52297 0.0 0.0 0.0
H -2.65520 -8.33832 5.60749 0.0 0.0 0.0
H -1.74606 -7.99574 7.09081 0.0 0.0 0.0
```
Positions in Å, forces in eV/Å.

Löwdin atomic charge list, values in e, 2 entries: -0.265 0.949



What is the largest force on an atom in the second record? 0.01571 Eh/bohr



Among the records above, which one has the highest net charge? C34H57IN14O3PS



Please write out number 2 again, unchanged.
Computed, not measured: a single C18H19NO4S molecule, with wB97M-V/def2-TZVPD.

Values from the calculation:
E_HOMO = -8.3 eV
LUMO level = -0.0096 hartree
gap between HOMO and LUMO = 8.01 eV
largest force on an atom = 0.01571 Eh/bohr
SMILES = Cc1ccc(NC(=O)COC(=O)CCC(=O)c2cccs2)c(C)c1
net charge = 0
energy relative to the best compared isomer or geometry (same formula, charge and spin) = 6.4 kJ/mol

```
43
Properties=species:S:1:pos:R:3:forces:R:3
C 1.75221 4.92857 0.13116 0.1 0.0 0.0
C 1.43885 3.52888 0.56738 0.0 0.0 0.0
C 0.70629 2.66903 -0.23984 0.0 0.1 0.1
C 0.45056 1.37662 0.17259 0.0 -0.1 0.1
C 0.92237 0.91573 1.39543 0.2 0.3 -0.2
N 0.60984 -0.41401 1.76158 -0.5 0.3 -0.1
C 1.49578 -1.36059 2.12759 -0.3 -0.7 0.1
O 2.68400 -1.19772 2.29284 0.3 0.0 0.0
C 0.83383 -2.73078 2.38543 0.1 0.2 0.5
O 0.37884 -3.36841 1.19330 0.3 -0.2 -0.2
C -0.83523 -3.07687 0.74238 -0.3 -0.3 -0.1
O -1.57999 -2.27700 1.25946 -0.1 0.0 0.0
C -1.19271 -3.92951 -0.45650 0.0 0.3 -0.1
C -2.02836 -3.11533 -1.43939 0.3 -0.1 0.4
C -1.28670 -1.84897 -1.81543 -0.1 -0.2 0.1
O -0.26926 -1.51057 -1.24556 0.0 -0.1 -0.1
C -1.87253 -1.04025 -2.87389 -0.3 0.5 -0.6
C -1.37195 0.14376 -3.36202 -0.1 -0.4 0.3
C -2.16479 0.69738 -4.37866 -0.2 0.0 -0.1
C -3.25976 -0.06493 -4.65745 -0.1 -0.3 0.2
S -3.34419 -1.47172 -3.68885 0.4 0.4 0.0
C 1.62982 1.77255 2.24203 0.0 -0.1 0.0
C 2.08029 1.34174 3.60072 0.1 0.0 0.0
C 1.88160 3.06349 1.79740 -0.1 -0.1 -0.1
H 1.56479 5.63445 0.93823 0.0 0.1 0.0
H 1.15207 5.21225 -0.72991 0.0 0.1 -0.1
H 2.80429 5.00804 -0.14306 0.0 0.1 0.0
H 0.33683 3.01232 -1.19584 0.0 0.0 -0.1
H -0.10500 0.69597 -0.45482 0.0 -0.1 -0.1
H -0.31749 -0.72907 1.49544 0.1 -0.1 0.2
H 1.58374 -3.40100 2.80858 -0.1 0.2 -0.1
H -0.00764 -2.60404 3.07670 0.1 -0.1 -0.1
H -0.26841 -4.27779 -0.91636 -0.1 0.0 0.0
H -1.76046 -4.79217 -0.10262 0.1 0.0 0.0
H -2.26565 -3.69569 -2.33177 0.0 0.0 0.0
H -2.96742 -2.81496 -0.96643 0.0 0.0 -0.1
H -0.46135 0.57894 -2.99126 0.2 0.0 0.1
H -1.93766 1.61846 -4.88405 0.0 0.1 -0.1
H -4.02737 0.12042 -5.38309 -0.1 0.1 -0.2
H 2.90649 0.63670 3.51388 0.0 0.0 0.1
H 2.40469 2.19777 4.18700 0.0 0.1 0.1
H 1.27228 0.83429 4.12684 0.0 0.0 0.1
H 2.43447 3.73400 2.44084 0.1 0.1 0.1
```
Positions in Å, forces in eV/Å.

natural (NBO) atomic charge list, values in e, 2 entries: -0.628 -0.004



Number 5 is which compound? C34H57IN14O3PS